(1)
Here is a 2-piece molecular cluster, C20H21I2N3O4 overall from the Open Molecules 2025 dataset. Energies are from ωB97M-V/def2-TZVPD.

LUMO ... -1.59 eV
Spin multiplicity ... 1
Gap between HOMO and LUMO ... 6.56 eV
DFT total energy ... -49941.216 eV
Largest force on an atom ... 0.04450 hartree/bohr
HOMO level ... -8.15 eV

Geometry as XYZ:
```
50
Properties=species:S:1:pos:R:3:lowdin_charge:R:1
C -1.237 -2.566 -2.877 -0.1443
N -0.664 -2.390 -4.174 -0.1265
C 0.738 -2.088 -4.317 -0.1783
C 1.069 -0.789 -3.545 -0.1584
C 0.771 0.387 -4.127 -0.0076
C 1.039 1.595 -3.411 -0.0756
C 1.560 1.543 -2.170 -0.2519
C 1.813 2.822 -1.356 -0.6839
I 2.418 4.448 -2.651 0.7972
C 0.460 3.083 -0.549 -0.7675
C 0.593 2.559 0.908 -0.1759
I -0.128 5.171 -0.513 0.7302
C 1.885 0.300 -1.543 -0.1557
N 2.396 0.321 -0.277 0.1490
C 2.636 -0.872 0.194 -0.0659
C 2.402 -2.082 -0.520 -0.2916
C 2.752 -3.401 0.147 -0.0322
N 1.906 -2.126 -1.731 0.1920
C 1.633 -0.887 -2.243 -0.1565
H -2.312 -2.767 -2.983 0.0806
H -0.797 -3.407 -2.309 0.0742
H -1.174 -1.683 -2.213 0.0760
H -1.222 -2.547 -4.988 0.1016
H 1.360 -2.925 -3.967 0.1035
H 1.009 -1.894 -5.362 0.1187
H 0.344 0.428 -5.126 0.1235
H 0.765 2.524 -3.903 0.0689
H 2.622 2.677 -0.640 0.0580
H -0.344 2.506 -1.011 0.0730
H -0.109 3.082 1.565 0.0379
H 0.289 1.503 0.906 0.0648
H 1.624 2.613 1.269 0.0752
H 3.058 -0.945 1.199 0.1201
H 2.050 -4.183 -0.150 0.0788
H 3.789 -3.701 -0.043 0.0839
H 2.650 -3.256 1.232 0.0733
C -2.374 -0.803 3.824 0.0737
C -2.488 -0.677 5.152 -0.2363
C -2.825 0.637 5.793 -0.3160
O -2.933 0.684 7.004 0.1110
C -3.003 1.797 4.930 0.0764
C -2.886 1.671 3.602 -0.2368
C -2.575 0.352 2.960 -0.3167
O -2.498 0.297 1.746 0.1023
O -3.037 2.704 2.774 0.1101
O -2.311 -1.705 5.981 0.1132
H -2.134 -1.745 3.351 0.1354
H -3.228 2.742 5.404 0.1371
H -2.904 2.342 1.877 0.1171
H -2.451 -1.348 6.879 0.1206
```

---

(2)
Here is one molecule with the formula C20H21N3O2 from the Open Molecules 2025 dataset. Energies are from ωB97M-V/def2-TZVPD.

SMILES ... CCCCN(Cc1cc2ccccc2[nH]c1=O)C(=O)c1ccccn1
LUMO ... 0.02 eV
Spin multiplicity ... 1
Gap between HOMO and LUMO ... 8.52 eV
DFT total energy ... -29647.544 eV
Largest force on an atom ... 0.01359 hartree/bohr
Energy above the lowest of the compared OMol25 structures with the same formula, charge and spin ... 0.686 eV
HOMO level ... -8.50 eV

Geometry as XYZ:
```
46
Properties=species:S:1:pos:R:3:lowdin_charge:R:1
C -5.498 -1.297 0.451 -0.1089
C -4.500 -1.672 -0.638 -0.2651
C -3.096 -1.126 -0.377 -0.1977
C -3.043 0.403 -0.426 -0.1515
N -1.691 0.916 -0.326 -0.0459
C -0.838 0.851 -1.496 -0.0931
C 0.485 0.191 -1.214 -0.1098
C 0.637 -0.828 -0.340 0.0395
C 1.921 -1.359 -0.012 -0.1538
C 2.108 -2.387 0.918 -0.0261
C 3.374 -2.832 1.223 -0.0887
C 4.484 -2.258 0.606 -0.0802
C 4.328 -1.245 -0.314 -0.0188
C 3.049 -0.787 -0.632 -0.1883
N 2.856 0.215 -1.542 0.1815
C 1.643 0.759 -1.905 -0.4288
O 1.596 1.645 -2.737 0.0641
C -1.261 1.405 0.858 -0.4101
O -1.930 1.370 1.875 0.0762
C 0.125 1.990 0.863 -0.2102
C 1.068 1.521 1.774 -0.0065
C 2.338 2.068 1.745 -0.0556
C 2.607 3.082 0.838 -0.0576
C 1.580 3.514 0.012 -0.1292
N 0.374 2.979 0.016 0.1364
H -5.673 -0.225 0.470 0.0672
H -6.450 -1.793 0.275 0.0685
H -5.127 -1.602 1.427 0.0764
H -4.439 -2.761 -0.705 0.1039
H -4.857 -1.303 -1.603 0.1063
H -2.415 -1.534 -1.129 0.1057
H -2.756 -1.457 0.606 0.1158
H -3.487 0.767 -1.357 0.1342
H -3.594 0.818 0.420 0.1178
H -0.632 1.855 -1.884 0.1225
H -1.370 0.294 -2.272 0.1392
H -0.223 -1.241 0.168 0.1248
H 1.243 -2.823 1.393 0.1158
H 3.511 -3.624 1.942 0.1013
H 5.474 -2.611 0.851 0.1044
H 5.187 -0.799 -0.794 0.1116
H 3.667 0.619 -1.996 0.1660
H 0.803 0.740 2.470 0.1236
H 3.104 1.711 2.418 0.1092
H 3.586 3.533 0.781 0.1010
H 1.727 4.317 -0.697 0.1130
```

---

(3)
Here is C20H21N3O4 as an isolated structure from the Open Molecules 2025 dataset. Energies are from ωB97M-V/def2-TZVPD.

LUMO ... 0.24 eV
Spin multiplicity ... 1
Gap between HOMO and LUMO ... 8.35 eV
DFT total energy ... -33734.033 eV
Largest force on an atom ... 0.15784 hartree/bohr
Energy above the lowest of the compared OMol25 structures with the same formula, charge and spin ... 9.335 eV
HOMO level ... -8.10 eV

Geometry as XYZ:
```
48
Properties=species:S:1:pos:R:3:lowdin_charge:R:1
C 1.747 0.636 -0.148 -0.4190
C 0.321 0.099 -0.110 -0.3673
C 2.411 -0.051 1.102 -0.1265
C 3.832 0.085 1.176 -0.2072
C 4.810 0.887 1.888 -0.0796
C 4.608 -0.521 0.083 -0.1590
C 5.972 -0.224 0.304 -0.2726
C 4.205 -1.414 -0.950 0.0348
C 6.974 -0.855 -0.332 -0.0543
C 5.380 -2.218 -1.456 -0.0716
C 6.631 -1.810 -1.212 -0.1424
C -2.021 1.058 -0.432 -0.2115
C -2.470 2.300 -1.108 -0.4709
C -2.801 0.488 0.806 -0.0967
C -4.121 -0.030 0.353 -0.2381
C -5.444 0.306 0.836 -0.0462
C -4.068 -1.438 -0.042 -0.0223
C -6.515 -0.492 0.918 -0.0949
C -5.228 -2.218 -0.107 0.0125
C -6.474 -1.682 0.424 -0.3274
H 2.892 2.002 -0.458 0.1165
H 2.292 2.270 0.939 0.1596
H 2.165 0.174 -1.005 0.1116
H 1.886 0.389 1.987 0.1434
H 2.273 -1.192 0.641 0.1748
H 4.370 1.591 2.715 0.1421
H 7.062 0.243 2.123 0.2962
H 3.102 -1.517 -1.416 0.1479
H 7.916 -0.559 -0.114 0.0870
H 5.131 -2.976 -2.162 0.0836
H 7.422 -2.262 -1.861 0.1280
H -0.280 2.037 -0.383 0.0671
H -1.917 0.491 -1.501 0.2148
H -2.739 1.387 1.396 0.1224
H -2.186 -0.302 1.369 0.1532
H -5.486 1.364 1.196 0.1319
H -3.038 -1.819 -0.497 0.1573
H -7.594 0.002 0.925 0.1770
H -5.179 -3.198 -0.624 0.1225
H -8.216 -1.800 0.404 0.0466
H -4.137 1.490 -1.213 0.1385
N 1.891 1.993 -0.102 0.0489
N 6.077 0.713 1.344 0.0092
N -0.573 1.198 0.061 0.1000
O -0.072 -1.089 -0.300 0.0186
O -1.580 3.218 -1.353 0.0273
O -7.603 -2.368 0.033 0.0865
O -3.744 2.417 -1.324 0.1478
```

---

(4)
Here is one molecule with the formula C20H21N3O5S from the Open Molecules 2025 dataset. Energies are from ωB97M-V/def2-TZVPD.

SMILES ... CN(C)CCCN1C(=O)C(O)=C(C(=O)c2cccs2)[C@@H]1c1cccc([N+](=O)[O-])c1
LUMO ... -0.66 eV
Spin multiplicity ... 1
Gap between HOMO and LUMO ... 7.92 eV
DFT total energy ... -46621.190 eV
Largest force on an atom ... 0.02424 hartree/bohr
Energy above the lowest of the compared OMol25 structures with the same formula, charge and spin ... 4.717 eV
HOMO level ... -8.58 eV

Geometry as XYZ:
```
50
Properties=species:S:1:pos:R:3:lowdin_charge:R:1
C -3.563 -3.064 0.811 -0.0993
N -3.868 -1.751 0.280 -0.2815
C -5.239 -1.373 0.540 -0.1056
C -2.926 -0.728 0.703 -0.2137
C -2.657 0.243 -0.449 -0.1403
C -1.877 -0.454 -1.567 -0.1099
N -0.501 -0.728 -1.227 0.0128
C -0.012 -1.947 -0.937 -0.3789
O -0.597 -3.006 -0.799 0.0870
C 1.469 -1.805 -0.811 -0.1921
O 2.184 -2.899 -0.562 0.0653
C 1.813 -0.525 -1.050 -0.0494
C 3.106 0.165 -1.139 -0.3655
O 3.228 1.165 -1.829 0.1093
C 4.223 -0.360 -0.363 -0.4235
C 5.546 -0.042 -0.561 -0.0908
C 6.399 -0.629 0.385 -0.1720
C 5.719 -1.366 1.308 -0.3887
S 4.033 -1.377 1.026 1.0990
C 0.550 0.261 -1.337 -0.1634
C 0.423 1.389 -0.338 -0.1650
C 0.441 1.108 1.026 -0.0081
C 0.361 2.127 1.961 -0.0397
C 0.270 3.443 1.546 0.0123
C 0.257 3.717 0.185 -0.1347
N 0.152 5.088 -0.260 -0.3618
O 0.218 5.957 0.582 0.0842
O -0.005 5.283 -1.445 0.0881
C 0.335 2.704 -0.761 0.0668
H -4.276 -3.779 0.406 0.0837
H -2.565 -3.353 0.485 0.0603
H -3.614 -3.106 1.910 0.0877
H -5.441 -0.401 0.094 0.0775
H -5.903 -2.106 0.084 0.0830
H -5.467 -1.316 1.618 0.0870
H -1.985 -1.206 0.984 0.1086
H -3.292 -0.172 1.582 0.1216
H -3.606 0.583 -0.863 0.1098
H -2.111 1.115 -0.088 0.0970
H -2.357 -1.416 -1.764 0.1288
H -1.891 0.157 -2.475 0.1311
H 1.552 -3.642 -0.511 0.1310
H 5.867 0.587 -1.371 0.1212
H 7.467 -0.508 0.388 0.1037
H 6.117 -1.908 2.144 0.0644
H 0.580 0.682 -2.350 0.1724
H 0.519 0.082 1.353 0.1257
H 0.375 1.894 3.014 0.1112
H 0.210 4.258 2.251 0.1202
H 0.337 2.960 -1.809 0.1332
```

---

(5)
Here is C20H21N3STi as an isolated structure from the Open Molecules 2025 dataset. Energies are from ωB97M-V/def2-TZVPD.

LUMO (spin up / spin down) ... -4.21 / -4.03 eV
Spin multiplicity ... 2
<S²> ... 0.754
Gap between HOMO and LUMO (spin up / spin down) ... 6.87 / 7.12 eV
DFT total energy ... -59497.578 eV
Net charge ... +1
Largest force on an atom ... 0.01520 hartree/bohr
HOMO level (spin up / spin down) ... -11.08 / -11.14 eV

Geometry as XYZ:
```
46
Properties=species:S:1:pos:R:3:lowdin_charge:R:1
Ti 0.123 -0.285 0.736 0.9119
S -0.817 1.873 1.180 0.6775
C -1.386 0.850 2.485 -0.7231
C -2.226 1.314 3.497 -0.0651
C -2.590 0.449 4.508 -0.0225
C -2.135 -0.871 4.496 -0.0373
C -1.340 -1.285 3.454 -0.0910
N -0.991 -0.448 2.465 -0.0996
H -2.551 2.344 3.481 0.1171
H -3.224 0.795 5.313 0.1235
H -2.402 -1.559 5.284 0.1161
H -0.977 -2.302 3.372 0.1275
C 3.121 -5.079 -0.828 -0.0802
C 3.141 -3.739 -1.573 -0.2051
C 3.671 -2.599 -0.738 -0.1481
C 5.055 -2.471 -0.644 -0.0257
C 5.657 -1.432 0.037 -0.0492
C 4.864 -0.459 0.621 -0.0261
C 3.483 -0.549 0.556 -0.1776
C 2.664 0.529 1.214 -0.2212
C 2.173 0.155 2.620 -0.0855
C 2.871 -1.643 -0.085 -0.1551
N 1.468 -1.607 -0.113 -0.0238
C 0.684 -2.650 -0.285 -0.0452
C -0.706 -2.466 -0.422 -0.3153
C -1.749 -3.381 -0.626 0.0062
C -2.908 -2.626 -0.784 -0.0416
C -2.542 -1.284 -0.652 -0.0964
N -1.220 -1.169 -0.460 -0.0861
H 2.744 -5.870 -1.475 0.0819
H 2.506 -5.049 0.074 0.0671
H 4.129 -5.346 -0.514 0.0814
H 2.156 -3.502 -1.982 0.1018
H 3.803 -3.846 -2.433 0.1193
H 5.674 -3.205 -1.148 0.1247
H 6.735 -1.360 0.090 0.1146
H 5.317 0.387 1.122 0.1225
H 1.846 0.925 0.541 0.0657
H 3.273 1.429 1.300 0.1328
H 1.671 -0.822 2.656 0.0702
H 1.535 0.926 3.055 0.0784
H 3.062 0.057 3.242 0.1055
H 1.076 -3.662 -0.255 0.1206
H -1.657 -4.454 -0.677 0.1203
H -3.901 -2.996 -0.976 0.1086
H -3.176 -0.411 -0.683 0.1257
```